{
  "formula": "C66H89F6N20O21S6",
  "method": "ωB97M-V/def2-TZVPD",
  "species": ["C", "C", "N", "C", "C", "N", "C", "C", "H", "H", "H", "H", "H", "H", "H", "H", "H", "H", "H", "C", "C", "N", "C", "C", "N", "C", "C", "H", "H", "H", "H", "H", "H", "H", "H", "H", "H", "H", "C", "C", "N", "C", "C", "N", "C", "C", "H", "H", "H", "H", "H", "H", "H", "H", "H", "H", "H", "C", "N", "C", "C", "C", "C", "C", "C", "C", "C", "N", "C", "C", "C", "H", "H", "H", "H", "H", "H", "H", "H", "H", "H", "H", "H", "H", "H", "C", "N", "C", "C", "C", "C", "C", "C", "C", "C", "N", "C", "C", "C", "H", "H", "H", "H", "H", "H", "H", "H", "H", "H", "H", "H", "H", "H", "C", "N", "C", "C", "C", "C", "C", "C", "C", "C", "N", "C", "C", "C", "H", "H", "H", "H", "H", "H", "H", "H", "H", "H", "H", "H", "H", "H", "C", "N", "C", "C", "C", "C", "C", "C", "C", "C", "N", "C", "C", "C", "H", "H", "H", "H", "H", "H", "H", "H", "H", "H", "H", "H", "H", "H", "N", "S", "O", "O", "F", "S", "O", "O", "F", "N", "S", "O", "O", "F", "S", "O", "O", "F", "N", "S", "O", "O", "F", "S", "O", "O", "F", "N", "O", "O", "O", "N", "O", "O", "O", "N", "O", "O", "O"],
  "xyz": [[0.083, 2.840, -0.193], [0.392, 2.328, 1.242], [0.450, 0.836, 1.357], [0.523, 0.144, 2.531], [0.431, -1.235, 2.208], [0.435, -1.379, 0.836], [0.389, -0.081, 0.343], [0.372, -2.551, 0.034], [0.627, 2.390, -1.024], [0.147, 3.927, -0.238], [-0.950, 2.506, -0.290], [-0.392, 2.631, 1.935], [1.294, 2.759, 1.678], [0.407, 0.704, 3.446], [0.295, -2.019, 2.938], [0.327, 0.212, -0.694], [-0.602, -3.033, 0.119], [1.220, -3.211, 0.214], [0.358, -2.281, -1.022], [1.666, 6.396, 2.091], [2.179, 6.690, 0.684], [2.472, 5.496, -0.094], [3.115, 4.365, 0.304], [3.606, 3.680, -0.832], [3.032, 4.301, -1.921], [2.337, 5.381, -1.472], [3.074, 3.979, -3.328], [2.427, 6.010, 2.769], [0.854, 5.676, 2.192], [1.285, 7.330, 2.504], [3.068, 7.318, 0.741], [1.519, 7.280, 0.048], [3.448, 4.171, 1.313], [4.090, 2.750, -1.090], [1.889, 6.106, -2.136], [2.155, 3.472, -3.622], [3.840, 3.227, -3.517], [3.332, 4.831, -3.957], [-2.040, 7.638, -2.458], [-2.073, 6.745, -1.212], [-1.920, 7.558, -0.003], [-1.084, 8.628, 0.190], [-1.074, 8.927, 1.559], [-1.967, 8.014, 2.210], [-2.553, 7.295, 1.205], [-2.006, 7.758, 3.624], [-2.616, 8.542, -2.261], [-2.372, 7.094, -3.342], [-1.033, 8.003, -2.661], [-1.254, 6.043, -1.371], [-2.957, 6.112, -1.133], [-0.509, 9.000, -0.645], [-0.454, 9.606, 2.127], [-3.316, 6.563, 1.426], [-3.018, 8.014, 3.938], [-1.259, 8.301, 4.203], [-1.797, 6.696, 3.751], [-0.898, 6.390, -9.403], [-0.540, 5.114, -8.690], [-1.404, 4.076, -8.827], [-1.210, 2.853, -8.219], [-0.071, 2.715, -7.441], [0.867, 3.729, -7.385], [0.608, 4.932, -8.058], [0.037, 1.503, -6.650], [-0.295, 0.178, -7.108], [-0.356, -0.905, -6.224], [-0.052, -0.738, -4.920], [0.315, 0.464, -4.472], [0.374, 1.566, -5.279], [-0.178, -1.951, -4.054], [-1.982, 6.405, -9.521], [-0.533, 6.344, -10.428], [-0.522, 7.274, -8.887], [-2.306, 4.303, -9.375], [-2.014, 2.135, -8.285], [1.857, 3.615, -6.967], [1.323, 5.728, -8.206], [-0.681, 0.077, -8.112], [-0.704, -1.902, -6.448], [0.675, 0.428, -3.454], [0.685, 2.522, -4.884], [-1.069, -2.495, -4.368], [-0.276, -1.768, -2.984], [0.658, -2.614, -4.278], [-2.896, 2.251, 7.879], [-3.163, 1.618, 6.622], [-4.498, 1.436, 6.229], [-4.784, 0.664, 5.095], [-3.699, 0.124, 4.421], [-2.387, 0.365, 4.801], [-2.141, 1.227, 5.835], [-3.964, -0.782, 3.239], [-3.438, -2.084, 3.276], [-3.683, -2.937, 2.271], [-4.552, -2.599, 1.254], [-5.202, -1.391, 1.163], [-4.871, -0.422, 2.146], [-4.853, -3.675, 0.274], [-3.725, 2.187, 8.583], [-2.698, 3.289, 7.610], [-2.059, 1.704, 8.315], [-5.234, 1.769, 6.946], [-5.791, 0.389, 4.817], [-1.636, -0.150, 4.221], [-1.144, 1.514, 6.135], [-2.869, -2.466, 4.111], [-3.327, -3.950, 2.158], [-5.874, -1.154, 0.352], [-5.273, 0.580, 2.132], [-5.673, -3.402, -0.390], [-5.129, -4.611, 0.760], [-3.992, -3.827, -0.378], [1.676, -5.353, -1.908], [1.380, -6.477, -2.848], [0.242, -6.484, -3.528], [-0.045, -7.576, -4.393], [0.863, -8.544, -4.544], [2.018, -8.501, -3.857], [2.265, -7.516, -2.864], [0.627, -9.788, -5.312], [1.683, -10.431, -6.039], [1.434, -11.582, -6.801], [0.229, -12.118, -6.815], [-0.792, -11.543, -6.117], [-0.620, -10.392, -5.379], [-0.054, -13.358, -7.575], [2.717, -5.392, -1.587], [1.149, -5.512, -0.967], [1.376, -4.450, -2.440], [-0.284, -5.544, -3.604], [-0.932, -7.646, -5.005], [2.721, -9.309, -3.992], [3.087, -7.392, -2.174], [2.621, -9.898, -6.080], [2.168, -12.077, -7.420], [-1.764, -12.005, -6.031], [-1.410, -9.944, -4.793], [0.880, -13.662, -8.048], [-0.851, -13.120, -8.280], [-0.308, -14.116, -6.833], [2.691, 1.009, 8.121], [3.154, 0.224, 6.976], [2.292, -0.625, 6.386], [2.676, -1.351, 5.267], [3.986, -1.154, 4.745], [4.873, -0.353, 5.406], [4.429, 0.321, 6.558], [4.374, -1.705, 3.376], [5.071, -0.844, 2.450], [5.203, -1.354, 1.182], [4.700, -2.537, 0.791], [4.153, -3.361, 1.705], [3.901, -2.934, 2.986], [5.268, -3.116, -0.498], [1.675, 1.300, 7.853], [3.211, 1.962, 8.219], [2.683, 0.436, 9.049], [1.251, -0.524, 6.658], [1.924, -1.947, 4.772], [5.865, -0.134, 5.038], [4.931, 1.038, 7.191], [5.402, 0.143, 2.737], [5.656, -0.775, 0.390], [3.665, -4.230, 1.290], [3.300, -3.700, 3.454], [5.446, -2.298, -1.195], [4.382, -3.634, -0.867], [6.056, -3.831, -0.263], [-5.224, 3.027, 1.826], [-3.802, 3.196, 1.848], [-2.998, 2.937, 3.091], [-3.196, 4.258, 0.989], [-3.425, 1.968, 0.882], [-5.530, 4.056, 3.096], [-5.087, 5.448, 2.836], [-5.644, 3.633, 4.482], [-7.087, 4.386, 2.776], [0.837, 2.634, 4.787], [0.366, 4.248, 5.079], [-0.376, 4.819, 3.936], [1.156, 5.138, 5.907], [-0.925, 3.933, 6.055], [2.255, 2.945, 4.682], [2.993, 2.925, 5.944], [2.715, 3.752, 3.560], [2.630, 1.449, 4.180], [0.788, -4.207, 4.601], [-0.201, -4.443, 5.961], [-0.812, -5.741, 6.281], [-1.035, -3.251, 6.210], [0.922, -4.409, 7.088], [-0.025, -4.947, 3.560], [-1.299, -4.273, 3.160], [-0.005, -6.381, 3.507], [0.862, -4.502, 2.270], [3.199, -0.137, -1.837], [2.747, -1.251, -2.146], [2.406, 0.805, -1.807], [4.362, 0.082, -1.478], [-3.116, -0.444, -1.536], [-4.253, -0.472, -1.939], [-2.670, -1.257, -0.808], [-2.363, 0.350, -2.070], [-1.756, -5.701, -0.418], [-0.817, -5.648, 0.319], [-1.684, -5.329, -1.621], [-2.841, -6.024, 0.006]],
  "forces_ev_per_angstrom": [[-0.8366, -1.0645, 1.0839], [0.3563, 0.0710, -0.2839], [0.1498, -1.5137, -1.9961], [-1.0628, -2.1737, -0.6882], [0.4377, 2.0471, 1.2521], [-0.3234, 4.6753, 0.6710], [0.3156, -0.2197, 1.0283], [-0.7468, -0.9620, -1.3249], [0.4875, -0.0267, 0.3497], [-0.1011, -0.1060, 0.1633], [-0.2826, 0.4937, -0.6508], [-0.2979, 0.0939, -0.2121], [0.3163, -0.3652, -0.1725], [0.2900, -0.4257, 0.0944], [0.1489, -0.4031, -0.3851], [0.0157, -0.3639, 0.0923], [0.2522, -0.3957, 0.6439], [-0.3316, -0.0124, 0.2327], [0.4416, 0.4202, 0.1585], [-0.2634, 0.1022, 0.0918], [-0.3743, 0.4269, 0.4090], [-0.0015, -1.6138, -3.4194], [2.6877, -1.1172, -0.9968], [-1.9723, 0.5001, 0.2101], [-1.1338, 2.3801, 1.5694], [1.0955, -0.0115, 1.3274], [0.5365, -1.1979, -0.5238], [0.2510, 0.2466, -0.2144], [-0.1215, 0.0137, -0.5979], [0.1470, 0.0402, 0.0713], [0.3274, -0.3248, 0.0299], [-0.4930, -0.1014, 0.3098], [-0.3906, 0.1963, 0.1332], [0.2128, -0.1686, 0.9009], [-0.0516, 0.0293, 0.2632], [-0.1434, 0.3929, 0.0305], [0.1703, 0.0782, 0.3146], [-0.3024, 0.1336, 0.2772], [-0.1359, 0.3242, 0.4739], [0.0282, 0.2100, -1.1010], [-1.7390, -0.3541, 2.6943], [0.4646, -0.0778, 1.9358], [-0.6028, -1.6447, -1.0270], [1.4549, 1.3782, -4.6829], [1.9556, 0.2745, 0.4784], [-1.0263, -0.6044, 0.7018], [-0.4014, -0.1472, -0.4324], [-0.2104, 0.1598, 0.1354], [0.1849, -0.1607, 0.0103], [0.2846, -0.1041, 0.8460], [-0.1551, 0.3866, 0.1679], [-0.0493, 0.2930, 0.3369], [-0.2254, 0.0515, -0.1102], [0.0013, -0.4153, -0.3715], [0.1709, -0.1742, 0.5180], [-0.1011, 0.3161, -0.4977], [-0.2470, 0.0485, 0.2106], [-0.1247, -0.3722, -0.4246], [-1.1765, -0.3998, -0.9579], [-0.4024, 0.3456, 0.2538], [-0.1913, 1.4190, -0.3652], [-0.1566, -0.3590, -0.1404], [0.2045, 1.2266, -0.9712], [0.6801, -0.6552, 0.2451], [0.1801, -3.2248, 1.9441], [-0.5085, 1.0303, 0.5959], [-0.0398, 1.1949, -0.1503], [-0.3977, -0.3099, -0.5096], [0.6629, -0.8958, 1.0708], [0.0169, 0.7372, -1.4839], [-0.1211, -0.4416, -0.2528], [0.0801, 0.1991, 0.4559], [0.4253, -0.0122, 0.1431], [-0.0473, -0.2989, 0.0678], [-0.0183, -0.0811, -0.0823], [0.1922, -0.2203, 0.0075], [-0.1155, -0.1470, 0.3034], [0.1660, 0.0527, 0.4828], [0.2889, -0.3790, -0.1543], [0.0330, 0.1290, -0.5540], [-0.1434, 0.5071, 0.3550], [-0.1010, -0.0942, 0.3087], [-0.1747, 0.3027, 0.0491], [0.1328, 0.5909, -0.3032], [0.2532, 0.2863, 0.1916], [0.4659, 0.7297, 0.5658], [-2.9536, -0.7041, -2.0695], [1.9262, -1.1393, -0.0455], [0.8163, 0.7637, 1.1830], [-0.7039, -0.6387, -1.3339], [-0.3946, 0.1207, -0.5162], [-0.2090, -0.8319, 0.5170], [-1.5637, -0.1322, -1.1923], [0.3248, 1.3689, 0.9787], [-1.9499, -0.5385, -2.7934], [-0.7844, 0.3215, 0.1594], [2.2068, 0.2566, 2.0815], [1.3490, -1.4934, 1.2853], [-0.0905, 0.0773, -0.7744], [-0.0857, -0.0534, -0.3623], [0.3447, 0.0738, 0.7435], [0.1095, 0.5473, 0.1481], [-0.0373, 0.1825, -0.1641], [-0.0920, 0.3442, 0.0617], [0.3664, 0.3851, 0.1633], [-0.0789, -0.0070, 0.1484], [0.2924, 0.1477, 0.1055], [0.3305, -0.0276, 0.4018], [0.1018, -0.4287, -0.1530], [-0.2075, -0.1009, -0.2172], [-0.0107, 0.3772, 0.3153], [0.2805, 0.2226, 0.2345], [0.1064, -0.0419, 0.2920], [-0.2361, -0.3943, 0.0599], [0.9655, -0.4558, 1.6124], [-0.2472, -0.4949, -2.2149], [-1.3699, 2.3388, 0.6933], [-0.0404, -2.0014, -0.6076], [3.1785, 0.6665, 3.3277], [-1.4702, -0.1945, -2.3747], [1.0989, -1.2008, -1.8837], [-1.2653, 0.7312, 0.1466], [0.8581, 1.3499, 0.6700], [-1.8471, 0.2544, 0.7264], [0.1590, 0.1953, 0.5951], [0.4634, 0.2380, 0.1135], [0.3967, 0.0766, 0.3454], [0.1748, 0.1959, -0.8106], [-0.9375, 0.1455, -0.1883], [0.2540, 0.1071, 0.5301], [-0.4665, -0.2749, 0.6719], [-0.3235, 0.5862, 0.2996], [0.2060, 0.0769, 0.3469], [0.1661, -0.5408, -0.2728], [0.2968, -0.4903, -0.1735], [0.2199, 0.1402, 0.1035], [0.1068, -0.5126, -0.6448], [-0.4249, -0.3653, -0.1602], [-0.3099, 0.0195, -0.2451], [0.1321, -0.4200, 0.0160], [-0.3178, -0.0577, -0.2941], [-0.9369, 0.7209, 0.0611], [0.6694, -0.9081, -0.1332], [0.2170, 0.1703, -1.3758], [0.7522, 0.6581, 0.2812], [-0.8282, -0.9199, -0.9580], [-0.0817, 1.3496, 1.6113], [-0.6560, 0.0264, -0.0829], [-0.2063, 1.9382, 1.0358], [-1.3788, -2.1966, 1.0167], [0.1902, 1.1705, -0.4200], [2.3625, -0.5401, 0.4669], [-0.9881, 0.9698, -1.2999], [0.0335, -1.2480, -1.3144], [-2.3091, 0.0945, 0.5239], [-0.0733, -0.0537, 0.3089], [0.3564, -0.3909, -0.0924], [0.1918, -0.0907, -0.1947], [0.0308, -0.4438, 0.3990], [0.0948, -0.2316, -0.0664], [0.0800, -0.1676, 0.0822], [0.8642, -0.1233, -0.4833], [0.0560, -0.0547, -0.1589], [0.1060, -0.0094, -0.0210], [0.3785, -0.4473, 0.2130], [-0.0963, 0.5620, 1.3091], [0.4233, -0.1391, 0.2391], [0.3249, -0.3191, -0.4846], [0.1341, 0.4782, -0.1149], [-7.0587, 0.5545, 3.1268], [14.1031, 0.5019, -3.3017], [-2.3695, 0.3922, -2.2214], [-1.4005, -1.1922, 1.9257], [-0.1629, -0.4533, 0.5905], [-5.7611, 5.9332, 1.6905], [1.1040, -3.1105, 0.5208], [1.2164, -0.7585, -2.2472], [0.9460, -1.6216, -0.1985], [-6.5607, 3.0210, 1.1890], [-6.0217, 2.7611, 0.0601], [2.3166, -1.4687, 1.7013], [-0.3536, -2.0229, -1.5152], [1.4475, -0.3689, -0.5762], [10.3629, -2.4149, -0.0669], [-0.7573, 0.9931, -1.7645], [-0.6459, -0.2873, 1.3866], [0.3479, -0.2294, -0.6061], [-0.2834, 0.3128, 3.9931], [-1.8669, -0.1039, 3.7360], [1.3492, 2.6601, -2.0603], [1.9207, -1.6376, -0.9499], [0.1527, 0.7274, -0.8893], [-4.2483, -1.7791, -6.3714], [2.3109, -1.0872, 1.5691], [0.2941, 1.4887, 0.5039], [0.8593, 0.0934, 0.2972], [-0.4670, 0.0518, 0.7208], [0.7217, -0.8601, -0.2091], [-1.2392, 1.7156, -0.5064], [0.7700, -0.8387, -0.1430], [-0.7789, 0.9639, -3.3688], [-3.2991, -0.2583, 0.2142], [1.7585, -3.7879, 4.3782], [3.0403, 2.9681, -1.1872], [-2.2678, 0.6229, -1.0333], [3.6453, 0.1001, 1.3636], [1.1271, 0.1812, -1.4774], [-1.8997, -0.7812, 0.5735]],
  "mulliken_charge": [-0.8771, 1.1890, 1.1619, -0.6707, -0.2221, 1.2647, -1.6270, 0.9876, -0.1734, -0.2476, 0.5519, -0.0028, -0.4101, 0.7135, 0.2196, 0.5717, 0.1296, 0.0471, -1.2803, -0.9497, -0.1625, 0.5024, -0.7669, -0.7739, 0.2787, -0.5816, -1.1089, 0.5275, -0.0025, 0.4871, 0.2735, 0.0990, 0.9071, 0.5909, 0.4613, 0.4590, 0.3788, 0.4082, -1.4915, 0.3351, 0.3879, -0.2193, -0.9921, 0.2807, -0.6989, -0.5685, 0.4083, 0.4137, 0.3655, -0.2717, 0.4597, 0.5821, 0.4908, 0.7361, 0.3521, 0.3491, 0.0851, -0.8190, 0.0159, -0.3914, -0.8154, 0.8572, -0.6397, -0.3513, 0.9135, -0.9016, -0.1697, 0.3372, 0.2362, -1.2846, -1.0728, 0.2912, 0.3807, 0.3671, 0.3843, 0.5046, 0.5997, 0.5290, 0.5683, 0.4869, 0.5395, 0.3008, 0.6102, -0.3152, 0.5355, -0.8825, 0.3001, -0.6835, -0.5132, 0.6795, -0.1798, -1.1992, 0.5981, -0.8857, -0.7671, 0.3637, -0.7986, -0.5359, -0.9810, 0.3813, 0.3526, 0.2797, 0.4210, 0.6954, 0.4072, 0.9701, 0.7972, 0.8562, 0.3887, 0.6401, 0.3630, 0.3710, 0.3280, -0.5848, 0.2669, -0.1978, -0.7666, 1.3239, -0.8916, -0.5033, 0.7936, -0.8753, -0.1015, -0.0114, -0.3491, -0.6932, -0.8264, -0.0230, 0.3936, 0.1729, 0.3715, 0.5530, 0.4727, 0.4473, 0.5051, 0.4048, 0.4539, 0.5581, 0.2694, 0.3658, 0.3826, -0.7045, 0.1860, -1.0014, -0.2798, 0.4073, -0.6596, -0.5062, 1.0155, -0.9407, -0.7464, 0.4390, -0.3978, -0.5321, -0.7501, 0.1270, 0.3851, 0.3605, 0.6568, 0.4343, 0.6863, 0.4931, 0.5454, 0.5367, 0.5064, 0.5928, 0.3344, 0.1632, 0.3221, -0.2230, 0.1074, 0.2922, -0.2989, -0.2433, 0.9428, -0.5931, -0.5364, -0.3065, 0.2798, 0.6568, -0.2617, -0.5776, -0.2868, 0.1123, -0.5764, -0.4019, 0.1098, 0.1130, 0.8510, -0.5380, -0.5273, -0.2724, 0.5580, -0.3489, -0.5928, -0.2929, 0.8658, -0.6527, -0.2479, -0.6997, 0.7609, -0.7552, -0.2719, -0.6564, 0.9659, -0.5421, -0.6328, -0.6838],
  "homo_ev": -15.152,
  "fmax_ev_per_a": 14.493,
  "charge": 5,
  "lumo_energy_ev": -10.929,
  "orbital_gap_ev": 4.2
}